[1]
C19H23BIIrN3O4S as an isolated structure. Source: the Open Molecules 2025 dataset; level of theory: ωB97M-V/def2-TZVPD.

XYZ file:
```
53
Properties=species:S:1:pos:R:3:forces:R:3
C -1.1566 2.2532 0.4487 0.013 -0.066 -0.118
C 1.1592 -2.9951 0.1620 -0.129 -0.015 0.099
C -5.0473 -3.6803 -3.1942 0.006 0.004 0.004
H -3.1437 1.7031 2.7326 0.001 0.016 -0.010
C 0.8825 0.9929 1.8227 0.063 -0.175 0.023
H 1.4319 3.8687 -1.0086 0.010 0.007 0.017
H -1.9393 2.7184 -0.1405 -0.003 -0.012 -0.002
O 0.9161 0.6864 -1.2151 0.104 -0.149 -0.068
O -2.1898 -0.0271 -3.7870 -0.007 0.000 0.004
H -3.8097 -2.8485 -4.7610 0.000 0.001 0.001
C -0.4522 0.6470 2.0801 0.124 -0.055 0.120
O -2.1291 -1.4405 0.5233 0.057 -0.005 0.132
H 2.2679 0.8933 -4.0312 0.024 0.014 0.010
C -2.4177 -1.5636 -0.7107 0.115 -0.224 -0.054
O -0.6694 -1.9620 -3.6062 0.020 -0.015 0.004
C -1.5179 1.3474 1.4328 0.072 -0.151 0.034
C 0.1780 2.7741 0.3466 0.035 0.021 0.012
C 0.4459 3.9437 -0.5512 -0.003 -0.005 0.002
C 1.1632 2.1632 1.0562 0.004 -0.029 -0.037
Ir -0.4075 -0.3272 0.0269 -0.277 1.235 0.295
H 0.9211 -5.1702 -0.0400 0.030 -0.003 -0.027
H 2.3013 0.8126 3.3910 0.010 0.005 -0.007
H -0.6734 -0.0986 2.8349 -0.027 -0.004 -0.014
C 2.2586 -1.0331 -2.3400 -0.031 -0.007 0.019
H -3.1378 0.0735 2.0617 0.006 0.003 0.018
C 1.5819 0.2880 -2.2134 0.011 0.075 0.073
C -3.4380 -2.3444 -1.4109 0.008 -0.034 -0.002
H 0.4228 4.8740 0.0201 -0.028 0.001 -0.003
H 1.2728 2.0337 -3.1830 0.029 0.011 0.011
H -5.6868 -4.2165 -3.8820 0.000 0.002 -0.001
H 1.7013 -0.7427 2.7984 -0.003 0.004 0.007
H 2.1924 2.4889 0.9693 -0.004 0.013 0.018
H -3.6324 1.4520 1.0582 0.002 -0.014 -0.008
H -4.6523 -3.1788 0.1516 0.001 -0.002 -0.001
H 2.5753 -1.2189 -3.3606 -0.007 -0.004 0.000
C -4.4782 -3.1055 -0.9132 -0.005 0.003 0.009
I 4.0088 -0.9861 -1.1242 -0.011 0.003 0.014
H 2.5325 -4.3331 -0.9213 0.004 -0.017 0.005
S -1.7984 -1.2296 -3.1272 -0.002 -0.015 -0.013
N 1.7467 1.1443 -3.2082 -0.062 -0.005 -0.042
C 2.0010 0.2595 2.4980 -0.018 -0.007 -0.001
H 1.6335 -1.8466 -1.9961 -0.024 -0.033 0.035
C -3.9967 -2.9152 -3.6981 -0.012 -0.005 0.002
H -6.1048 -4.3812 -1.4717 0.001 0.001 0.002
C -5.2839 -3.7744 -1.8277 -0.002 0.001 -0.004
C -3.2048 -2.2628 -2.7828 0.021 -0.001 0.003
B 1.8421 -4.3943 0.0742 -0.004 0.026 0.011
H 2.4729 -4.5633 1.0871 0.031 0.027 -0.015
N 0.6415 -1.9594 0.1698 -0.162 -0.176 -0.312
C -2.9432 1.1176 1.8325 -0.013 0.012 -0.028
H 2.8668 0.1840 1.8420 0.000 -0.009 -0.008
N -1.5743 -0.9181 -1.5004 0.027 -0.236 -0.197
H -0.3076 4.0244 -1.3343 0.006 -0.012 -0.009
```
Positions in Å, forces in eV/Å.

The net charge is +1. The HOMO energy comes out at -0.43666 hartree. The calculation puts the energy relative to the best compared isomer or geometry (same formula, charge and spin) at 0.633 eV. As for the orbital gap: 0.276 hartree. As for the LUMO energy: -4.37 eV. The calculation puts the total energy at -2027.851845 a.u.

natural (NBO) population analysis, charges in e, atoms 1 to 4: C -0.176; C 0.499; C -0.152; H 0.250


[2]
C19H23BrClNPd as an isolated structure. Source: the Open Molecules 2025 dataset; level of theory: ωB97M-V/def2-TZVPD.

XYZ file:
```
46
Properties=species:S:1:pos:R:3:forces:R:3
H -0.9441 2.2030 -4.3812 -0.053 -0.196 -0.097
H 1.5665 1.7491 -4.2898 -0.026 -0.195 -0.086
H -2.1076 0.8862 -1.1328 0.033 -0.243 0.254
H -0.1797 -1.0469 -6.1908 0.016 0.144 0.277
C -2.1406 0.7077 1.1070 -0.373 -0.692 -0.297
H -1.2723 2.5650 5.7715 0.232 0.005 0.117
H 1.0303 2.4213 6.8362 -0.045 0.043 0.049
C -2.0679 -1.1842 -0.2319 -0.558 1.058 -0.486
H -2.2831 -0.4370 3.0376 0.065 -0.201 -0.225
C 1.8489 1.3665 5.1537 1.595 0.160 1.163
H 0.5608 -1.8354 -4.7874 -0.172 0.129 -0.042
C -0.4308 2.0856 5.2824 0.833 0.013 0.800
C 1.4886 -1.6476 1.8143 -0.030 -0.397 -0.413
H -1.0754 1.3918 -5.9531 0.116 -0.134 0.210
C -0.6260 1.5184 4.0146 0.127 0.106 0.057
H 1.4901 0.9408 -5.8657 -0.165 -0.088 0.223
C 0.8312 2.0017 5.8604 -1.365 0.575 0.319
H -2.0534 -1.8272 -1.1064 0.038 0.202 0.208
H 1.6682 -1.7282 2.8795 -0.195 -0.112 -0.187
N 0.3480 0.9224 3.3321 1.297 -0.251 -0.007
H 0.1035 -3.3581 1.3966 0.221 0.253 -0.116
C -0.0016 0.2427 -4.4459 0.050 0.178 -1.344
C 0.7950 -2.1145 -0.3437 1.060 0.528 -0.502
H 2.1733 0.0796 -4.4764 -0.157 0.147 -0.040
C -1.0941 1.2316 -4.8681 -0.037 -0.002 0.279
H -2.1636 -2.6381 1.4791 -0.007 0.312 -0.105
C -0.2193 -1.1287 -5.0965 -0.026 -0.070 0.295
H 2.3507 0.3298 3.3280 -0.128 0.055 -0.032
H 2.0259 -0.4778 -1.2974 -0.177 -0.183 0.288
C 1.5653 0.8327 3.8806 -0.900 -0.149 -1.066
Pd -0.1353 -0.2698 0.8264 0.271 0.448 0.617
C 1.6822 -0.9883 -0.4040 0.054 -0.438 0.143
H -1.2000 -1.5381 -4.8266 0.192 0.065 -0.048
H -2.1765 1.7442 1.4272 -0.047 -0.167 -0.177
C -2.1770 -0.4517 1.9591 -0.291 -0.319 -0.405
C 2.0947 -0.6828 0.9358 -0.154 -0.779 -0.288
C -2.1272 -1.6096 1.1297 -0.665 0.449 0.903
Cl -0.1170 0.0453 -2.6294 -0.006 0.043 -0.546
H 2.7728 0.1156 1.2220 -0.082 -0.171 -0.187
C 1.3919 0.7857 -4.7835 0.010 0.001 0.291
H -1.6125 1.5656 3.5560 0.287 0.019 0.007
H -2.0868 0.8487 -4.6014 0.195 0.093 -0.052
Br 3.5842 1.2429 5.9106 -1.723 0.020 -0.919
H 0.3284 -2.5954 -1.1977 0.119 0.171 0.210
C -2.0882 0.2505 -0.2538 -0.302 -0.328 0.130
C 0.6796 -2.5150 1.0230 0.872 -0.105 0.827
```
Positions in Å, forces in eV/Å.

The net charge is +2. The HOMO energy (alpha / beta) comes out at -0.49068 / -0.52698 hartree. The spin multiplicity is 5. The calculation puts the energy relative to the best compared isomer or geometry (same formula, charge and spin) at 0.000 eV. As for the orbital gap (alpha / beta): 0.229 / 0.097 hartree. As for the LUMO energy (alpha / beta): -7.12 / -11.71 eV. The calculation puts the total energy at -3953.843091 a.u.

natural (NBO) population analysis, charges in e, atoms 1 to 4: H 0.220; H 0.221; H 0.287; H 0.240


[3]
C19H23BrN5O8P2Ti as an isolated structure. Source: the Open Molecules 2025 dataset; level of theory: ωB97M-V/def2-TZVPD.

XYZ file:
```
59
Properties=species:S:1:pos:R:3:forces:R:3
C 12.5330 8.9942 10.8163 2.957 1.617 1.020
O 9.4554 15.9707 9.6012 0.179 -0.441 -0.324
C 13.3480 7.4360 7.4792 1.044 -0.437 1.268
H 5.5686 10.3220 12.4428 -0.971 -0.178 0.891
H 8.5763 11.3835 11.0677 -0.192 1.011 -0.446
H 7.0429 9.7796 11.7660 0.162 -0.277 -0.389
H 9.2918 8.9801 10.0521 -0.155 -0.132 0.293
N 15.2734 10.1805 10.5914 1.167 -0.412 0.176
H 6.9820 12.7585 9.1643 -0.241 0.082 0.070
O 7.9911 16.0226 13.8086 -0.444 0.299 1.138
C 10.2758 9.3740 10.2816 1.181 -1.047 -0.127
C 14.0849 10.9026 10.6405 -0.732 2.583 -0.352
C 6.2379 10.4950 11.6471 0.811 1.836 -0.667
C 14.4642 9.2005 8.6103 0.820 1.462 0.864
O 10.2288 16.6713 12.7086 -0.507 0.448 -0.020
C 5.7657 13.0163 11.6580 -0.714 -0.080 0.353
C 13.8869 10.1727 7.7826 0.086 -1.470 -1.352
C 11.3446 8.4975 10.7494 -4.397 0.935 -1.117
O 7.3222 14.8535 9.5768 -0.277 0.025 0.577
C 12.8028 10.3883 10.5770 -0.989 -1.077 -0.630
P 7.9828 16.1839 9.8633 0.943 0.032 -0.410
H 5.3498 13.1020 10.6435 -0.297 -0.566 0.360
C 13.1523 13.1126 10.2256 -1.391 0.856 -1.644
O 10.8720 13.2776 9.4936 -0.536 0.731 0.084
H 6.9965 11.2850 13.8777 -0.711 -0.421 0.549
C 7.5371 11.9178 13.2133 -2.878 1.886 -0.697
O 7.3348 17.3988 9.1197 -0.165 -0.003 -0.520
H 13.1299 6.3751 7.4744 -0.257 0.131 -0.446
H 5.6931 10.4420 10.7188 -0.050 -0.528 -0.488
N 15.4804 9.4378 9.6273 -0.212 -0.005 0.165
H 14.5880 7.1350 9.2237 -0.002 0.536 -0.266
N 10.4820 10.6032 9.9720 -0.529 1.232 -0.146
C 11.7142 11.1853 10.1219 0.614 -1.043 0.993
C 14.2252 12.2878 10.5021 0.359 -0.940 0.236
C 14.1865 7.8794 8.5261 -1.163 -1.866 -1.683
C 12.9310 8.3398 6.5363 -0.638 -0.607 -0.489
Br 11.8417 7.7925 5.0776 0.039 -0.192 0.009
H 15.2344 12.6553 10.4923 0.249 0.365 0.207
H 13.1945 14.1793 9.9477 0.590 -0.498 0.619
N 7.7896 12.2086 9.4193 0.068 -0.156 0.770
H 11.0996 7.5219 11.0191 -0.219 -1.547 0.333
H 12.7407 10.3742 6.0002 -0.443 0.762 -1.042
C 6.8055 11.9517 11.8053 0.727 -1.895 1.203
O 9.1390 14.5853 12.0031 0.144 0.220 0.066
H 8.4864 11.5290 13.1982 2.475 -0.830 -0.513
H 7.5640 12.9100 13.6528 0.188 0.177 -0.018
C 13.1890 9.6767 6.6394 0.970 1.189 2.816
H 6.2334 13.9586 11.7703 0.551 1.112 0.475
C 11.8995 12.5764 9.9029 0.310 -1.048 0.879
Ti 9.2203 13.9106 10.1668 0.163 -0.357 -0.352
P 8.8026 15.9580 12.6174 0.067 -1.002 -1.774
H 13.2882 8.3544 11.2215 0.796 -0.050 -0.023
H 10.2810 17.3032 13.4446 -0.148 -0.208 -0.261
N 7.9361 12.1894 10.8939 1.255 -0.903 -1.352
H 4.9987 12.9227 12.4580 0.269 -0.028 -0.804
H 14.0272 11.2327 7.9733 0.009 -0.184 -0.222
H 6.8760 18.0198 9.6897 -0.036 0.121 0.149
H 7.7586 11.2854 8.9901 0.083 0.126 0.255
O 7.8943 16.6254 11.3640 0.020 0.653 1.759
```
Positions in Å, forces in eV/Å.

The HOMO energy (alpha / beta) comes out at -0.29614 / -0.30065 hartree. The spin multiplicity is 2. The calculation puts the energy relative to the best compared isomer or geometry (same formula, charge and spin) at 0.477 eV. As for the orbital gap (alpha / beta): 0.287 / 0.292 hartree. As for the LUMO energy (alpha / beta): -0.24 / -0.23 eV. The calculation puts the total energy at -5720.031717 a.u.

natural (NBO) population analysis, charges in e, atoms 1 to 4: C -0.140; O -1.079; C -0.228; H 0.221


[4]
C19H23ClN3O11OsS2Si as an isolated structure. Source: the Open Molecules 2025 dataset; level of theory: ωB97M-V/def2-TZVPD.

XYZ file:
```
61
Properties=species:S:1:pos:R:3:forces:R:3
H -3.7331 -1.9207 2.3345 0.005 -0.004 0.001
O 1.1356 -2.9616 0.6920 0.062 -0.067 0.066
H -0.5325 -1.9850 4.6926 0.009 -0.013 0.004
C 1.5815 2.0339 2.0515 -0.029 -0.058 -0.058
H -1.3535 2.0298 -2.6425 0.004 0.009 -0.011
C -2.9458 -1.2073 2.5903 0.023 0.005 -0.003
H -0.0767 4.8489 1.2467 -0.001 -0.003 -0.003
H -1.3169 -3.5573 4.4727 -0.008 -0.008 -0.011
H 4.3382 -3.3261 -2.4174 0.001 0.001 0.003
H -4.0856 -0.3256 4.2057 -0.002 -0.001 0.001
C 2.9244 -1.7094 -2.2329 0.028 0.024 -0.004
C -0.5257 2.9223 0.4116 -0.001 -0.027 -0.027
H -2.3065 3.4202 -3.1438 0.004 -0.004 -0.002
H -3.3607 1.4597 -0.3117 0.002 -0.010 -0.003
C 3.2536 -1.4912 -0.7963 -0.072 0.033 0.014
C 1.9728 -0.9337 -2.8794 0.004 -0.024 0.011
H -2.3819 0.1335 4.1801 0.001 -0.002 -0.001
O 1.0857 -3.7901 2.9358 -0.019 0.039 0.028
S -1.4036 -2.1380 2.5488 0.063 -0.024 -0.021
O 0.4751 -0.5852 -6.0583 -0.006 -0.005 0.039
C -1.4314 -2.4854 4.3310 0.020 0.030 -0.014
H -2.8800 -0.4549 1.8046 -0.009 0.007 0.002
N 0.9125 1.1874 1.2703 -0.014 0.076 0.028
C 1.6971 -1.1953 -4.2064 -0.019 -0.001 -0.013
C -2.7198 -1.8858 4.8977 -0.011 -0.006 0.006
H -4.3514 2.8476 -0.7395 -0.001 -0.001 -0.002
O 3.0840 -3.9506 1.6960 0.027 -0.009 0.038
O 4.7929 -4.6650 -4.3493 -0.019 0.001 -0.006
O -0.3461 -0.9783 2.4583 -0.026 0.047 0.067
C 2.3341 -2.1914 -4.9187 0.004 0.006 0.004
S -0.5982 0.1335 -0.3688 0.135 -0.155 0.142
Os 0.9854 -0.8140 0.9265 -0.056 0.012 -0.214
Si -1.9677 3.4841 -0.7115 0.015 0.022 0.016
C -1.5092 3.0966 -2.4708 -0.006 -0.012 -0.009
C 1.2340 3.3710 2.0481 -0.038 0.039 -0.025
N 0.6686 -0.3778 -4.8844 0.023 0.035 -0.021
C 3.2789 -2.9376 -4.2397 -0.005 -0.010 0.004
C 0.1888 3.7988 1.2375 0.018 0.015 0.033
H 2.1076 -2.3820 -5.9570 -0.003 -0.002 -0.001
H -0.5967 3.6179 -2.7664 0.001 -0.003 0.000
C -2.1821 5.3123 -0.4334 -0.003 0.000 -0.004
O 2.4691 -0.5330 -0.1987 0.023 -0.032 0.033
H -1.2955 5.8771 -0.7287 0.002 -0.003 0.003
O 4.1278 -2.0399 -0.2024 0.017 -0.005 0.010
N 3.9783 -4.0208 -4.9709 0.031 0.016 -0.010
C 3.5931 -2.7210 -2.9141 -0.012 -0.003 -0.001
H -2.5758 -1.6083 5.9406 0.004 0.012 -0.005
O 0.0873 0.4497 -4.2075 -0.013 -0.018 -0.004
O 2.2435 -1.7868 2.3456 -0.016 0.057 0.028
H 1.7772 4.0659 2.6717 -0.002 0.002 0.002
H -3.5219 -2.6250 4.8634 0.004 -0.001 0.004
H -3.6998 2.7154 0.8939 0.002 0.000 -0.004
Cl 1.9279 -3.2160 1.9553 -0.158 -0.046 -0.211
H 2.3808 1.6249 2.6542 -0.003 0.003 0.001
C -3.0775 -0.6915 4.0170 -0.011 -0.004 0.005
O 3.6830 -4.1769 -6.1343 -0.006 -0.006 0.016
H 1.4517 -0.1357 -2.3738 -0.001 0.007 0.000
H -2.4128 5.5495 0.6072 -0.004 0.001 -0.002
C -3.4799 2.5348 -0.1606 -0.001 -0.003 0.010
H -3.0125 5.6771 -1.0414 -0.002 0.000 0.002
C -0.0897 1.6125 0.4792 0.045 0.065 0.068
```
Positions in Å, forces in eV/Å.

The net charge is +1. The HOMO energy (alpha / beta) comes out at -0.46135 / -0.46129 hartree. The calculation puts the energy relative to the best compared isomer or geometry (same formula, charge and spin) at 0.000 eV. As for the orbital gap (alpha / beta): 0.260 / 0.260 hartree. As for the LUMO energy (alpha / beta): -5.47 / -5.48 eV. The calculation puts the total energy at -3365.837106 a.u.

natural (NBO) population analysis, charges in e, atoms 1 to 4: H 0.250; O -0.808; H 0.267; C 0.069